# 1
# C55H52BrFeN7O2P2

A molecular structure, C55H52BrFeN7O2P2 (ωB97M-V with the def2-TZVPD basis set, the Open Molecules 2025 dataset).

Structure (XYZ):
```
120
C55H52BrFeN7O2P2 | the Open Molecules 2025 dataset | ωB97M-V with the def2-TZVPD basis set
Fe 0.11 -0.29 0.16
C 1.69 1.55 2.40
P 0.96 -0.16 2.46
C 2.15 -1.37 3.20
C 2.65 -1.29 4.50
C 3.44 -2.30 5.01
C 3.75 -3.41 4.24
C 3.28 -3.49 2.94
C 2.49 -2.48 2.43
C -0.27 0.09 3.79
C -1.60 -0.26 3.58
C -2.55 -0.09 4.57
C -2.19 0.45 5.79
C -0.88 0.84 6.01
C 0.07 0.67 5.01
C 0.58 2.33 1.78
C 0.12 3.64 1.89
C -0.91 3.79 0.93
C -1.04 2.57 0.28
C -1.87 2.07 -0.85
P -2.41 0.45 -0.08
C -3.94 1.16 0.65
C -5.07 1.31 -0.14
C -6.21 1.93 0.36
C -6.21 2.41 1.67
C -5.07 2.29 2.45
C -3.94 1.67 1.95
C -3.06 -0.98 -1.10
C -3.00 -2.22 -2.90
C -3.44 -3.60 -2.54
C -3.89 -3.99 -1.34
C -3.96 -3.17 -0.14
C -3.58 -1.90 -0.02
N -0.15 1.69 0.83
H 2.53 1.57 1.70
H 2.00 1.93 3.37
H 2.43 -0.44 5.13
H 3.82 -2.22 6.03
H 4.36 -4.21 4.66
H 3.52 -4.35 2.33
H 2.16 -2.53 1.40
H -1.90 -0.66 2.61
H -3.58 -0.38 4.39
H -2.93 0.58 6.57
H -0.59 1.29 6.95
H 1.08 1.01 5.20
H 0.50 4.40 2.55
H -1.49 4.68 0.74
H -1.24 1.90 -1.72
H -2.70 2.72 -1.10
H -5.06 0.97 -1.17
H -7.08 2.04 -0.26
H -7.10 2.89 2.06
H -5.07 2.70 3.45
H -3.05 1.59 2.56
H -2.74 -2.14 -3.95
H -3.40 -4.33 -3.34
H -4.22 -5.02 -1.23
H -4.32 -3.68 0.74
H -3.68 -1.45 0.97
C 0.08 -5.64 2.30
C 0.24 -5.76 0.93
C 0.02 -4.68 0.10
C -0.35 -3.45 0.65
C -0.51 -3.33 2.03
C -0.31 -4.42 2.85
N -0.74 -2.35 -0.15
N -1.11 -2.65 -1.29
C -1.90 -1.65 -1.96
C -3.94 -1.08 -2.39
C -3.89 0.09 -3.32
C -2.75 0.63 -3.76
C -1.41 0.24 -3.35
N -1.03 -0.69 -2.56
H 0.23 -6.50 2.94
H 0.53 -6.71 0.50
H 0.12 -4.76 -0.97
H -0.83 -2.39 2.44
H -0.46 -4.33 3.92
H -4.96 -1.40 -2.18
H -4.83 0.46 -3.70
H -2.80 1.45 -4.47
H -0.60 0.85 -3.73
C 6.48 -0.13 0.08
C 5.56 -0.24 1.28
N 4.21 -0.45 0.81
C 3.86 -1.10 -0.32
N 2.58 -1.33 -0.54
C 2.22 -2.01 -1.78
C 3.22 -1.76 -2.89
C 4.58 -2.20 -2.38
N 4.87 -1.49 -1.15
C 6.27 -1.35 -0.78
H 7.52 -0.07 0.40
H 6.23 0.77 -0.49
H 5.59 0.68 1.87
H 5.88 -1.07 1.93
H 3.45 -0.17 1.38
H 1.23 -1.66 -2.08
H 2.14 -3.09 -1.60
H 3.27 -0.69 -3.10
H 2.95 -2.30 -3.80
H 5.36 -1.96 -3.11
H 4.59 -3.29 -2.22
H 6.85 -1.26 -1.71
H 6.62 -2.25 -0.26
Br 2.84 4.67 -1.47
C 2.45 3.54 -2.93
C 2.48 4.10 -4.20
C 2.21 3.32 -5.32
C 1.91 1.98 -5.16
C 1.85 1.43 -3.90
C 2.12 2.19 -2.76
C 2.00 1.53 -1.40
O 2.77 1.78 -0.49
O 1.00 0.71 -1.35
H 2.71 5.15 -4.31
H 2.25 3.76 -6.30
H 1.71 1.36 -6.03
H 1.58 0.39 -3.76
```

Its expectation value of S² is 8.771. Its net charge is +1. The value obtained for the HOMO energy (spin up / spin down) is -9.5 / -9.5 eV. Its orbital gap (spin up / spin down) is 0.2222 / 0.1989 Eh. The spin multiplicity is 6. The LUMO energy (spin up / spin down) is -3.44 / -4.06 eV. The value obtained for the total energy is -7180.9626 hartree.

natural (NBO) atomic charge list, values in e, 4 entries: Fe 1.534; C -0.715; P 0.795; C -0.424

=====

# 2
# C55H52F9N6O2P2Si2Ta

A molecular structure, C55H52F9N6O2P2Si2Ta (ωB97M-V with the def2-TZVPD basis set, the Open Molecules 2025 dataset).

Structure (XYZ):
```
129
C55H52F9N6O2P2Si2Ta | the Open Molecules 2025 dataset | ωB97M-V with the def2-TZVPD basis set
Ta -0.13 -0.41 -0.05
C 3.95 -1.30 -3.02
Si 2.12 -0.91 -2.95
C 1.34 -2.40 -3.73
C 1.68 0.61 -3.97
N 1.62 -0.57 -1.26
P 2.68 -0.39 0.01
C 1.49 -0.15 1.21
P 0.78 1.19 1.98
N -0.70 1.09 1.19
Si -2.25 1.93 1.53
C -3.47 1.33 0.24
C -1.93 3.77 1.34
C -2.94 1.58 3.24
C 1.52 2.80 1.64
C 1.63 3.20 0.30
C 2.13 4.45 -0.01
C 2.54 5.31 1.00
C 2.46 4.91 2.32
C 1.95 3.66 2.64
C 0.70 1.04 3.76
C -0.02 1.95 4.54
C -0.03 1.81 5.92
C 0.67 0.77 6.52
C 1.39 -0.13 5.74
C 1.41 0.00 4.36
C 3.59 -1.91 0.30
C 4.97 -2.01 0.11
C 5.60 -3.22 0.32
C 4.87 -4.33 0.72
C 3.50 -4.23 0.92
C 2.86 -3.02 0.71
C 3.89 0.93 -0.12
C 4.14 1.66 -1.28
C 5.08 2.67 -1.27
C 5.77 2.97 -0.11
C 5.51 2.26 1.06
C 4.58 1.24 1.05
H 4.22 -1.29 -4.08
H 4.13 -2.30 -2.64
H 4.62 -0.61 -2.51
H 1.90 -2.58 -4.65
H 0.29 -2.30 -4.01
H 1.46 -3.30 -3.11
H 1.29 0.31 -4.95
H 2.56 1.24 -4.16
H 0.93 1.23 -3.48
H -3.40 1.89 -0.70
H -4.48 1.48 0.63
H -3.38 0.27 0.02
H -2.00 4.09 0.30
H -0.95 4.06 1.72
H -2.68 4.34 1.90
H -2.31 0.97 3.87
H -3.90 1.08 3.15
H -3.12 2.53 3.75
H 1.35 2.53 -0.49
H 2.22 4.75 -1.05
H 2.93 6.29 0.75
H 2.79 5.57 3.11
H 1.91 3.36 3.68
H -0.56 2.76 4.08
H -0.59 2.51 6.52
H 0.66 0.67 7.59
H 1.94 -0.93 6.22
H 1.95 -0.71 3.75
H 5.54 -1.15 -0.21
H 6.67 -3.30 0.17
H 5.38 -5.27 0.88
H 2.94 -5.09 1.25
H 1.80 -2.93 0.90
H 3.59 1.45 -2.18
H 5.28 3.23 -2.18
H 6.51 3.76 -0.10
H 6.05 2.50 1.97
H 4.39 0.68 1.96
C -7.65 0.84 -11.78
O -7.31 -0.34 -11.06
C -6.55 -0.22 -9.96
C -6.05 0.99 -9.47
C -5.27 0.98 -8.33
C -4.98 -0.20 -7.65
C -5.48 -1.40 -8.16
C -6.26 -1.42 -9.29
C -4.16 -0.23 -6.45
N -3.75 -1.32 -5.83
C -3.04 -0.88 -4.76
C -2.99 0.50 -4.71
N -3.72 0.90 -5.80
C -2.31 1.22 -3.70
C -2.22 2.61 -3.60
C -1.55 3.17 -2.54
C -0.99 2.34 -1.57
N -1.03 1.02 -1.65
C -1.67 0.45 -2.70
C -1.68 -0.99 -2.77
N -0.97 -1.64 -1.81
C -0.91 -2.96 -1.86
C -1.59 -3.72 -2.82
C -2.32 -3.07 -3.78
C -2.36 -1.67 -3.78
H -8.26 0.52 -12.61
H -6.75 1.34 -12.16
H -8.22 1.54 -11.16
H -6.26 1.92 -9.97
H -4.89 1.94 -7.98
H -5.26 -2.32 -7.64
H -6.66 -2.34 -9.69
H -3.94 1.85 -6.08
H -2.68 3.25 -4.34
H -1.47 4.24 -2.43
H -0.51 2.76 -0.70
H -0.30 -3.44 -1.11
H -1.52 -4.79 -2.79
H -2.86 -3.61 -4.55
F 0.12 -3.28 3.19
C -1.08 -2.69 3.10
F -0.92 -1.41 3.42
F -1.90 -3.25 3.99
C -1.62 -2.80 1.65
O -0.93 -1.93 0.85
C -3.14 -2.45 1.60
F -3.90 -3.44 2.05
F -3.50 -2.17 0.34
F -3.38 -1.36 2.34
C -1.42 -4.27 1.16
F -0.16 -4.45 0.75
F -1.68 -5.15 2.12
F -2.21 -4.54 0.11
```

The calculation puts the energy relative to the best compared isomer or geometry (same formula, charge and spin) at 0.000 eV. Its net charge is +2. The value obtained for the HOMO energy is -11.7 eV. Its orbital gap is 0.2130 Eh. The LUMO energy is -5.91 eV. The value obtained for the total energy is -4823.5288 hartree.

Mulliken atomic charge list, values in e, 4 entries: Ta 0.073; C -1.191; Si 0.664; C -1.241

=====

# 3
# C55H56MnN2OP

A molecular structure, C55H56MnN2OP (ωB97M-V with the def2-TZVPD basis set, the Open Molecules 2025 dataset).

Structure (XYZ):
```
116
C55H56MnN2OP | the Open Molecules 2025 dataset | ωB97M-V with the def2-TZVPD basis set
Mn -0.37 -0.27 0.47
C 1.54 -1.87 0.58
C 0.50 -2.50 1.31
C 0.19 -1.62 2.42
C 1.08 -0.51 2.29
C 1.97 -0.69 1.22
C 3.41 -0.18 1.16
C 3.62 0.98 2.14
C 3.88 0.24 -0.22
C 4.31 -1.36 1.61
C -0.49 -1.76 3.80
C 0.43 -2.64 4.69
C -0.60 -0.38 4.49
C -1.91 -2.33 3.86
C 0.10 -3.94 0.86
C -1.07 -3.96 -0.16
C -0.24 -4.88 2.02
C 1.30 -4.61 0.16
H 2.02 -2.28 -0.29
H 1.21 0.25 3.04
H 2.99 1.83 1.89
H 4.67 1.30 2.12
H 3.39 0.67 3.17
H 3.38 1.15 -0.56
H 3.68 -0.55 -0.95
H 4.96 0.43 -0.22
H 3.92 -1.81 2.52
H 5.33 -1.01 1.79
H 4.34 -2.13 0.83
H 1.46 -2.28 4.62
H 0.41 -3.68 4.37
H 0.10 -2.59 5.73
H 0.36 0.01 4.82
H -1.23 -0.49 5.38
H -1.06 0.36 3.82
H -2.07 -3.20 3.23
H -2.63 -1.56 3.55
H -2.15 -2.61 4.89
H -2.04 -4.06 0.32
H -0.96 -4.81 -0.85
H -1.08 -3.04 -0.76
H -1.13 -4.58 2.57
H 0.59 -4.96 2.72
H -0.44 -5.88 1.61
H 1.50 -4.17 -0.82
H 1.07 -5.67 0.00
H 2.20 -4.53 0.77
C -4.34 -2.07 1.19
C -5.28 -1.22 0.64
C -4.83 -0.12 -0.07
C -3.47 0.12 -0.22
N -2.57 -0.71 0.33
C -3.01 -1.76 1.00
C -3.02 1.33 -0.94
C -3.79 1.82 -2.00
C -3.48 3.02 -2.63
C -2.38 3.74 -2.19
C -1.61 3.26 -1.14
C -1.90 2.05 -0.49
H -4.62 -2.94 1.78
H -6.34 -1.40 0.78
H -5.54 0.59 -0.47
H -2.24 -2.38 1.42
H -4.64 1.25 -2.35
H -4.09 3.39 -3.45
H -2.13 4.69 -2.65
H -0.78 3.84 -0.77
O 0.04 -0.31 -1.72
P 0.81 0.18 -2.90
C 2.23 -0.88 -3.25
C 2.08 -2.23 -2.96
C 3.14 -3.11 -3.15
C 4.35 -2.64 -3.64
C 4.50 -1.29 -3.93
C 3.45 -0.41 -3.73
C 1.39 1.88 -2.75
C 1.47 2.45 -1.48
C 1.91 3.76 -1.34
C 2.27 4.49 -2.45
C 2.19 3.93 -3.72
C 1.75 2.62 -3.87
C -0.18 0.17 -4.40
C -1.40 0.84 -4.35
C -2.20 0.92 -5.48
C -1.78 0.34 -6.67
C -0.56 -0.33 -6.73
C 0.24 -0.41 -5.60
H 1.13 -2.59 -2.57
H 3.02 -4.16 -2.91
H 5.18 -3.32 -3.79
H 5.45 -0.92 -4.31
H 3.59 0.65 -3.92
H 1.15 1.88 -0.62
H 1.94 4.20 -0.35
H 2.61 5.52 -2.34
H 2.46 4.51 -4.60
H 1.66 2.19 -4.86
H -1.72 1.29 -3.42
H -3.14 1.44 -5.43
H -2.40 0.41 -7.56
H -0.24 -0.79 -7.66
H 1.19 -0.93 -5.64
N -3.26 6.67 6.60
C -2.87 5.89 5.83
C -2.40 4.93 4.90
C -3.09 3.70 4.67
C -2.69 2.80 3.74
C -1.55 3.07 2.86
C -0.79 4.29 3.18
C -1.23 5.16 4.13
C -1.22 2.25 1.86
C -1.15 1.60 0.71
H -3.97 3.49 5.28
H -3.24 1.88 3.60
H 0.12 4.50 2.62
H -0.66 6.07 4.32
```

Its expectation value of S² is 1.198. Its net charge is -1. The value obtained for the HOMO energy (spin up / spin down) is -1.9 / -1.9 eV. Its orbital gap (spin up / spin down) is 0.1422 / 0.1400 Eh. The spin multiplicity is 2. The LUMO energy (spin up / spin down) is 1.94 / 1.94 eV. The value obtained for the total energy is -3806.4913 hartree.

Mulliken atomic charge list, values in e, 4 entries: Mn 1.546; C -1.274; C 0.580; C 0.954

=====

# 4
# C55H62BCrN2O3

A molecular structure, C55H62BCrN2O3 (ωB97M-V with the def2-TZVPD basis set, the Open Molecules 2025 dataset).

Structure (XYZ):
```
124
C55H62BCrN2O3 | the Open Molecules 2025 dataset | ωB97M-V with the def2-TZVPD basis set
C 1.04 -2.35 5.76
C 0.26 -2.04 7.02
C -0.23 -3.39 7.56
C 1.22 -1.46 8.06
C -0.92 -1.05 6.84
C -1.82 -1.03 7.90
C -3.04 -0.35 7.80
C -3.26 0.50 6.73
C -2.28 0.69 5.75
C -2.56 1.86 4.76
C -1.48 2.12 3.75
C -2.70 3.19 5.53
C -3.87 1.55 4.03
C -1.13 -0.13 5.77
N -0.15 0.02 4.74
C -0.46 0.05 3.37
B -2.31 0.68 0.90
H -2.01 0.52 -0.30
N 0.73 0.02 2.65
C 0.76 0.15 1.22
C 1.49 1.19 0.59
C 2.35 2.29 1.28
C 2.26 3.64 0.53
C 3.82 1.88 1.25
C 1.91 2.56 2.69
C 1.49 1.24 -0.80
C 0.76 0.34 -1.57
C 0.13 -0.72 -0.94
C 0.05 -0.81 0.45
C -0.68 -2.06 0.99
C -1.99 -2.31 0.23
C -0.95 -2.09 2.48
C 0.22 -3.28 0.72
C 1.80 0.28 3.56
C 1.26 -0.07 4.90
H 1.45 -1.32 5.21
H 1.91 -2.97 6.01
H 0.40 -2.87 5.03
H -0.61 -3.30 8.59
H -1.02 -3.81 6.93
H 0.61 -4.10 7.57
H 0.70 -1.34 9.02
H 2.06 -2.14 8.19
H 1.60 -0.48 7.75
H -1.58 -1.58 8.82
H -3.78 -0.46 8.58
H -4.19 1.06 6.68
H -1.16 1.05 3.15
H -1.84 2.83 3.00
H -0.57 2.49 4.24
H -3.49 3.16 6.29
H -1.75 3.43 6.02
H -2.93 4.01 4.84
H -4.72 1.43 4.72
H -4.15 2.36 3.34
H -3.77 0.63 3.44
H -2.02 -0.10 1.79
H -2.67 1.74 1.37
H 1.23 3.93 0.33
H 2.72 4.41 1.16
H 2.82 3.62 -0.41
H 4.00 0.96 1.82
H 4.16 1.73 0.22
H 4.41 2.69 1.70
H 1.98 1.53 3.41
H 2.55 3.33 3.13
H 0.86 2.89 2.68
H 2.10 2.00 -1.31
H 0.73 0.46 -2.66
H -0.31 -1.49 -1.58
H -1.84 -2.36 -0.85
H -2.40 -3.29 0.56
H -2.74 -1.54 0.44
H -0.10 -2.55 3.01
H -1.09 -0.96 3.04
H -1.88 -2.63 2.68
H 1.16 -3.18 1.27
H -0.30 -4.17 1.08
H 0.44 -3.40 -0.34
H 2.73 -0.23 3.27
H 1.64 0.51 5.75
O 4.16 0.51 -2.68
C 4.11 0.23 -3.81
Cr 3.94 -0.43 -5.57
C 2.32 -1.18 -4.95
O 1.35 -1.63 -4.49
C 4.70 -2.05 -4.96
O 5.02 -3.05 -4.46
C 5.61 0.30 -6.76
C 4.88 1.39 -6.27
C 3.49 1.45 -6.46
C 2.80 0.43 -7.16
C 1.34 0.35 -7.07
C 0.15 0.22 -6.82
C -1.24 0.10 -6.64
C -1.79 -1.24 -6.67
C -0.90 -2.31 -6.99
C -1.31 -3.64 -6.99
C -2.61 -3.97 -6.59
C -3.52 -2.94 -6.29
C -3.15 -1.60 -6.45
C -1.99 1.35 -6.61
C -1.40 2.48 -7.23
C -2.08 3.68 -7.41
C -3.41 3.78 -6.98
C -3.99 2.70 -6.29
C -3.25 1.55 -5.98
C 3.56 -0.65 -7.66
C 4.94 -0.73 -7.45
H 6.68 0.23 -6.58
H 5.38 2.18 -5.71
H 2.91 2.27 -6.04
H 0.13 -2.08 -7.27
H -0.59 -4.41 -7.28
H -2.89 -5.02 -6.47
H -4.52 -3.19 -5.95
H -3.92 -0.84 -6.42
H -0.37 2.40 -7.61
H -1.57 4.52 -7.89
H -3.95 4.72 -7.11
H -5.03 2.77 -5.95
H -3.60 0.82 -5.24
H 3.04 -1.46 -8.17
H 5.49 -1.60 -7.79
```

Its expectation value of S² is 3.855. Its net charge is +2. The value obtained for the HOMO energy (spin up / spin down) is -9.7 / -11.1 eV. Its orbital gap (spin up / spin down) is 0.0962 / 0.1142 Eh. The spin multiplicity is 4. The LUMO energy (spin up / spin down) is -7.12 / -8.01 eV. The value obtained for the total energy is -3536.5337 hartree.

Mulliken atomic charge list, values in e, 4 entries: C -1.343; C 1.694; C -1.830; C -1.526